The following is a quantum chemistry calculation of 10 unconnected molecules or ions with the total composition C32H91N11O11 at a distorted geometry, from OMol25.

Multiplicity: 2
HOMO energy (spin up / spin down), eV: -10.0 / -10.0
Max |F|, eV/Å: 5.003
Charge: +1
<S²>: 0.76
Molar mass, u: 806.15

Each line ends with the Mulliken charge.
Positions of all 145 atoms, in Å:
C 5.33 1.25 -2.13  -1.43
C 4.86 -0.19 -2.11  0.37
C 5.67 -0.99 -1.12  -0.30
O 7.03 -1.21 -1.46  -0.45
C 7.78 -1.61 -0.30  -0.74
N 3.45 -0.25 -1.85  -0.35
H 4.62 1.85 -2.70  0.42
H 6.37 1.35 -2.44  0.41
H 5.30 1.80 -1.19  0.22
H 4.92 -0.71 -3.07  0.43
H 5.27 -1.99 -0.95  0.40
H 5.60 -0.44 -0.18  0.02
H 8.08 -0.68 0.18  0.28
H 8.78 -1.95 -0.59  0.29
H 7.20 -2.30 0.31  0.30
H 2.96 0.26 -2.56  0.12
H 2.96 -1.13 -1.81  0.14
C -1.03 -3.39 -2.16  -1.08
C -2.39 -2.89 -1.70  0.25
C -3.53 -3.87 -1.60  -1.05
O -3.19 -4.97 -0.74  -0.31
C -4.33 -5.79 -0.48  -0.89
N -2.20 -2.43 -0.32  -1.32
H -0.61 -3.94 -1.31  0.17
H -0.30 -2.62 -2.39  0.22
H -1.08 -4.02 -3.05  0.46
H -2.62 -1.92 -2.16  0.37
H -3.70 -4.16 -2.63  0.60
H -4.42 -3.37 -1.20  0.42
H -4.63 -6.13 -1.47  0.36
H -5.23 -5.32 -0.09  0.32
H -4.11 -6.58 0.23  0.28
H -3.12 -2.22 0.04  -0.30
H -2.01 -3.39 -0.07  0.69
C -2.32 -1.21 3.13  -0.88
C -3.61 -2.09 3.08  0.75
C -4.00 -2.73 4.43  -1.08
O -3.09 -3.73 4.85  -0.27
C -3.14 -3.91 6.24  -0.88
N -4.75 -1.29 2.67  -0.62
H -2.07 -0.69 2.21  -0.11
H -1.48 -1.87 3.34  0.10
H -2.51 -0.57 4.00  0.74
H -3.49 -2.88 2.34  -0.07
H -5.01 -3.14 4.41  0.44
H -3.94 -1.96 5.20  0.42
H -2.56 -4.80 6.49  0.28
H -4.10 -4.26 6.61  0.34
H -2.89 -3.08 6.90  0.34
H -4.73 -0.43 3.21  0.34
H -5.63 -1.59 3.08  0.26
C 1.88 -2.78 0.69  -0.72
C 0.94 -3.95 1.29  0.27
C 1.61 -4.70 2.52  -0.66
O 2.72 -5.53 2.03  -0.35
C 3.23 -6.50 3.04  -0.73
N -0.36 -3.33 1.57  -0.12
H 2.61 -3.23 0.01  0.58
H 2.52 -2.33 1.44  0.12
H 1.36 -2.02 0.11  -0.06
H 0.86 -4.74 0.54  0.56
H 0.86 -5.28 3.06  0.59
H 2.11 -3.99 3.17  -0.07
H 3.81 -5.97 3.79  0.27
H 3.80 -7.20 2.43  0.27
H 2.45 -7.12 3.49  0.31
H -0.74 -2.90 0.74  0.11
H -0.17 -2.57 2.21  -0.10
C -2.15 2.16 -3.51  -0.93
C -1.41 0.99 -4.32  1.07
C -2.29 0.38 -5.44  -0.81
O -3.61 0.03 -4.91  -0.22
C -4.25 -0.78 -5.85  -0.89
N -0.12 1.48 -4.78  -0.64
H -2.96 1.89 -2.83  0.28
H -2.43 3.08 -4.03  0.35
H -1.32 2.20 -2.81  0.04
H -1.27 0.34 -3.46  -0.43
H -1.66 -0.29 -6.03  0.44
H -2.38 1.34 -5.94  0.31
H -3.57 -1.49 -6.30  0.34
H -4.65 -0.12 -6.62  0.34
H -5.04 -1.44 -5.48  0.26
H -0.31 2.22 -5.45  0.37
H 0.42 1.89 -4.04  0.05
C 2.36 4.55 -1.17  -1.14
C 1.31 5.16 -2.09  0.09
C 1.70 6.51 -2.79  -1.04
O 2.80 6.17 -3.69  -0.28
C 2.57 6.57 -5.05  -0.76
N 0.85 4.10 -3.02  -0.50
H 2.39 3.46 -1.17  0.03
H 2.28 4.93 -0.15  0.27
H 3.35 4.89 -1.47  0.57
H 0.44 5.24 -1.45  0.42
H 2.29 7.17 -2.16  0.39
H 0.81 7.07 -3.10  0.49
H 2.35 7.63 -5.14  0.31
H 1.70 6.04 -5.44  0.30
H 3.40 6.34 -5.72  0.25
H 1.65 3.99 -3.61  0.33
H 0.13 4.57 -3.56  0.25
C 3.59 2.52 2.43  -1.48
C 3.51 1.10 2.96  0.16
C 2.05 0.42 3.01  0.43
O 2.11 -0.83 3.64  -0.08
C 2.30 -0.96 5.02  -0.85
N 4.38 0.24 2.26  -0.13
H 3.03 3.25 3.02  0.47
H 3.06 2.63 1.48  0.11
H 4.64 2.79 2.42  0.43
H 3.89 1.18 3.97  0.43
H 1.77 0.33 1.96  -0.65
H 1.34 0.99 3.62  0.60
H 1.36 -0.81 5.54  0.33
H 3.07 -0.34 5.47  0.32
H 2.54 -2.02 5.11  0.24
H 4.24 -0.71 2.58  0.38
H 4.12 0.27 1.28  0.09
C 0.44 1.52 -0.20  0.45
C -0.68 0.67 0.50  -0.29
O -1.86 0.30 -0.18  0.91
O 0.05 2.92 -0.36  0.20
H 0.64 1.15 -1.21  -0.12
H 1.46 1.53 0.19  -0.55
H -0.92 1.18 1.43  0.44
H -0.19 -0.23 0.86  -0.51
H -1.92 -0.63 -0.40  0.25
H 0.40 3.26 -1.18  -0.09
C -1.78 5.44 1.81  0.49
O -0.80 6.15 1.95  -0.72
N -2.92 5.65 2.38  -0.31
N -1.84 4.31 1.12  -0.14
H -3.71 5.12 2.03  0.22
H -3.00 6.39 3.06  0.21
H -0.93 4.05 0.76  0.03
H -2.73 4.02 0.75  0.54
C -4.95 2.64 0.52  0.63
O -4.34 3.68 0.48  -0.90
N -6.23 2.53 0.88  -0.41
N -4.50 1.46 0.16  -0.08
H -6.75 3.40 0.87  0.27
H -6.51 1.56 0.89  0.15
H -3.56 1.26 -0.14  -0.16
H -5.08 0.73 0.54  0.10

The following is a quantum chemistry calculation of 2 unconnected molecules or ions with the total composition C14H12Cl2FNO at a distorted geometry, from OMol25.

HOMO energy, eV: -6.0
Max |F|, eV/Å: 4.258
Charge: 0
Molar mass, u: 300.16

Each line ends with the Mulliken charge.
Positions of all 31 atoms, in Å:
Cl 2.02 -2.15 1.32  -0.11
C 1.02 -2.90 0.17  0.36
N 0.33 -2.11 -0.66  -0.03
F 0.61 -0.62 -0.66  -0.13
C -0.40 -2.62 -1.68  0.51
Cl -1.10 -1.53 -2.77  -0.10
C -0.53 -4.00 -1.82  -0.65
C 0.14 -4.86 -0.95  -0.07
C 0.92 -4.29 0.05  -0.64
H -1.14 -4.36 -2.64  0.40
H 0.07 -5.94 -1.07  0.41
H 1.48 -4.90 0.75  0.39
C 0.66 1.62 -2.82  -1.13
C -0.17 1.63 -1.56  0.97
C 0.58 1.73 -0.33  -0.91
C -0.01 2.10 0.91  0.74
C -1.37 1.80 1.21  -0.43
C -1.91 2.09 2.45  -0.59
C -1.13 2.70 3.44  -0.39
C 0.20 3.05 3.15  -0.47
C 0.76 2.76 1.92  -0.40
O -1.40 1.49 -1.62  -0.69
H 1.69 1.29 -2.63  0.32
H 0.19 0.97 -3.57  0.24
H 0.70 2.63 -3.25  0.34
H 1.65 1.73 -0.41  0.27
H -1.97 1.34 0.44  0.42
H -2.95 1.84 2.65  0.35
H -1.56 2.94 4.41  0.36
H 0.80 3.56 3.91  0.34
H 1.80 3.04 1.68  0.32

What is the max |F| in the first record? 5.003 eV/Å

The highest max |F| belongs to which entry? C32H91N11O11

max |F| of number 1 (C32H91N11O11)? 5.003 eV/Å